DFT (ωB97M-V with the def2-TZVPD basis set) results for a single C22H27N3O5 molecule.

Energy above the lowest of the compared OMol25 structures with the same formula, charge and spin   19.74 kcal/mol
LUMO energy   0.6 eV
Kohn-Sham gap   8.9 eV

Last column: Mulliken charge in e.
Geometry (Å):
C1 1.067 -6.782 -1.558  -1.1637
C2 -0.086 -5.821 -1.808  -0.3761
H1 -0.174 -5.576 -2.869  0.3409
H2 -1.024 -6.254 -1.445  0.3743
O1 0.129 -4.569 -1.153  -0.2134
C3 -0.198 -4.497 0.142  -0.3001
O2 -0.682 -5.416 0.752  -0.6304
C4 0.084 -3.143 0.770  0.7919
C5 1.568 -2.753 0.706  -1.1345
H3 2.194 -3.597 1.000  0.5186
H4 1.728 -1.942 1.419  0.4005
C6 1.973 -2.271 -0.689  -0.9480
N1 1.123 -1.178 -1.101  0.0927
C7 1.449 0.126 -1.137  1.0375
O3 0.630 0.985 -1.435  -0.7702
C8 2.895 0.482 -0.799  -0.7039
H5 3.569 0.048 -1.540  0.5290
H6 3.139 0.076 0.185  0.3384
C9 3.090 2.003 -0.754  -1.2054
N2 2.118 2.602 0.130  -0.0059
C10 2.317 2.682 1.457  0.6893
O4 3.400 2.589 1.996  -0.6875
C11 1.048 2.948 2.284  -0.9861
N3 -0.156 3.091 1.501  -0.0760
C12 -0.457 4.309 0.962  -0.0598
C13 -1.528 4.503 0.168  -1.1312
C14 -2.391 3.406 -0.128  0.7793
C15 -3.524 3.536 -0.942  -0.9298
C16 -4.332 2.453 -1.193  -0.4681
C17 -4.040 1.210 -0.634  -0.7663
C18 -2.933 1.061 0.168  -0.4883
C19 -2.093 2.148 0.427  0.7050
C20 -0.912 1.952 1.259  0.7099
O5 -0.571 0.878 1.736  -0.8213
H7 -2.692 0.110 0.617  0.5486
H8 -4.685 0.367 -0.831  0.4162
H9 -5.202 2.564 -1.825  0.3989
H10 -3.751 4.502 -1.370  0.4119
H11 -1.739 5.477 -0.241  0.4383
H12 0.226 5.106 1.215  0.4103
H13 1.211 3.833 2.902  0.5401
H14 0.921 2.081 2.941  0.2919
H15 1.175 2.500 -0.229  0.0780
H16 4.088 2.240 -0.380  0.4592
H17 2.952 2.433 -1.749  0.4203
C21 -0.268 -1.574 -1.206  -1.1169
C22 -0.776 -2.024 0.163  -0.6997
H18 -1.812 -2.355 0.080  0.5760
H19 -0.732 -1.168 0.841  0.0864
H20 -0.837 -0.709 -1.550  0.5545
H21 -0.349 -2.381 -1.939  0.3646
H22 3.020 -1.975 -0.694  0.4486
H23 1.841 -3.084 -1.410  0.3840
H24 -0.198 -3.261 1.821  0.5316
H25 1.128 -7.018 -0.498  0.3120
H26 0.902 -7.701 -2.113  0.4183
H27 2.007 -6.338 -1.877  0.2857

Cartesian forces (eV/Å) of the 6 atoms listed first:
C -0.218 0.337 0.064
C -0.102 -0.571 -0.088
H -0.026 -0.005 0.138
H 0.114 0.101 -0.135
O 0.162 0.225 -0.209
C -0.119 0.160 0.632

***

DFT (ωB97M-V with the def2-TZVPD basis set) results for a single C22H27N5O2S molecule in a non-equilibrium geometry.

Energy above the lowest of the compared OMol25 structures with the same formula, charge and spin   1.41 kcal/mol
LUMO energy   0.1 eV
Kohn-Sham gap   8.5 eV

Last column: Mulliken charge in e.
Geometry (Å):
O1 -2.994 -2.570 -4.019  -0.6864
C1 -2.635 -1.688 -3.260  0.9865
N1 -3.494 -1.021 -2.463  0.0763
C2 -4.890 -1.412 -2.494  -1.0052
C3 -5.403 -1.972 -1.165  -0.6831
C4 -5.591 -0.901 -0.089  -0.6437
C5 -4.331 -0.566 0.716  -0.9487
C6 -3.025 -0.576 -0.084  -0.2079
C7 -3.147 0.001 -1.502  -1.2788
H1 -3.927 0.768 -1.526  0.4876
H2 -2.210 0.481 -1.785  0.4948
H3 -2.653 -1.599 -0.166  0.4151
H4 -2.278 -0.005 0.471  0.2517
H5 -4.469 0.420 1.166  0.3076
H6 -4.226 -1.281 1.535  0.3878
H7 -5.977 0.003 -0.566  0.2929
H8 -6.357 -1.234 0.615  0.3868
H9 -4.731 -2.755 -0.812  0.3378
H10 -6.370 -2.436 -1.369  0.3775
H11 -4.982 -2.172 -3.272  0.4499
H12 -5.492 -0.542 -2.780  0.3354
C8 -1.163 -1.297 -3.232  -0.9930
H13 -0.987 -0.225 -3.288  0.5392
H14 -0.683 -1.807 -4.068  0.4613
S1 -0.315 -1.889 -1.728  -0.2921
C9 0.284 -0.386 -1.099  0.3202
N2 0.026 0.783 -1.613  -0.3493
N3 0.651 1.727 -0.883  -0.8674
C10 1.290 1.118 0.076  0.7272
N4 2.060 1.692 1.038  -0.0809
C11 2.682 0.934 2.011  0.5624
O2 3.367 1.437 2.877  -0.6684
C12 2.456 -0.524 1.925  0.2096
C13 3.060 -1.340 2.880  -0.5457
C14 2.883 -2.707 2.847  -0.6985
C15 2.095 -3.278 1.856  -0.8024
C16 1.487 -2.490 0.898  -0.8233
C17 1.667 -1.111 0.928  1.1085
N5 1.097 -0.249 0.007  0.4327
H15 0.877 -2.937 0.130  0.3545
H16 1.953 -4.347 1.827  0.4382
H17 3.354 -3.332 3.590  0.4110
H18 3.664 -0.865 3.637  0.4841
C18 2.200 3.148 0.987  -0.4383
H19 1.654 3.444 0.090  0.7876
C19 1.610 3.841 2.226  -0.7046
C20 2.516 5.050 2.437  -0.7023
C21 3.899 4.484 2.135  -0.5079
H20 4.646 5.257 1.961  0.4124
H21 4.224 3.858 2.965  0.2001
C22 3.670 3.612 0.899  -1.1084
H22 4.354 2.766 0.871  0.3025
H23 3.811 4.192 -0.013  0.3688
H24 2.437 5.455 3.444  0.3906
H25 2.265 5.837 1.723  0.2872
H26 0.564 4.107 2.081  0.3814
H27 1.689 3.179 3.088  0.2693

Cartesian forces (eV/Å) of the 6 atoms listed first:
O 0.127 -0.319 -0.223
C 0.242 0.137 -0.079
N -0.412 0.151 -0.079
C -0.168 -0.454 -0.126
C -0.137 0.302 -0.074
C 0.081 -0.179 0.158

***

DFT (ωB97M-V with the def2-TZVPD basis set) results for a molecular structure, C22H27N5O4PtS4SiTe.

Net charge   -2
<S²>   2.0117
Energy above the lowest of the compared OMol25 structures with the same formula, charge and spin   0.00 kcal/mol
LUMO energy (spin up / spin down)   3.9 / 3.9 eV
Kohn-Sham gap (spin up / spin down)   5.2 / 5.6 eV
Multiplicity   3

Last column: Mulliken charge in e.
Geometry (Å):
Pt1 1.227 -0.002 0.873  0.2103
O1 3.408 2.310 2.265  -0.7649
H1 3.453 1.391 1.948  0.3819
H2 2.602 2.626 1.838  0.3256
N1 -5.348 1.252 1.022  -0.6671
C1 -4.608 0.116 1.405  0.7229
C2 -4.267 -0.091 2.739  -0.5614
C3 -3.454 -1.152 3.098  -0.3348
C4 -3.001 -2.038 2.128  -0.2556
C5 -3.398 -1.879 0.809  -0.3685
C6 -4.210 -0.816 0.452  -0.3933
S1 -1.696 -3.165 2.502  0.9735
O2 -1.714 -4.176 1.476  -0.7087
O3 -1.862 -3.573 3.886  -0.7368
N2 -0.447 -2.239 2.263  -0.0275
C7 0.113 -1.504 3.202  0.1682
S2 0.053 -1.732 4.950  -0.1394
C8 1.121 -0.385 5.169  -0.3642
C9 1.449 0.156 3.984  -0.9793
N3 0.873 -0.449 2.888  0.7053
H3 -5.198 2.028 1.650  0.2691
H4 -5.126 1.545 0.081  0.2671
H5 -4.589 0.624 3.489  0.2644
H6 -3.143 -1.286 4.127  0.3871
H7 -3.027 -2.571 0.064  0.3705
H8 -4.487 -0.668 -0.586  0.2913
H9 1.428 -0.061 6.149  0.3943
H10 2.079 1.016 3.815  0.4206
O4 4.400 -2.532 0.294  -0.5764
S3 3.530 -2.076 1.427  0.2238
N4 3.103 -0.513 1.184  -0.6464
Te1 -1.078 1.270 1.269  -0.3075
C10 -1.654 2.062 -0.591  0.1185
C11 -1.355 1.617 -1.849  -0.2457
C12 -1.953 2.400 -2.885  -0.8466
C13 -2.708 3.426 -2.407  -0.4638
S4 -2.677 3.445 -0.688  -0.2318
H11 -0.711 0.763 -2.013  0.5769
H12 -1.820 2.197 -3.940  0.3398
H13 -3.263 4.169 -2.958  0.3902
C14 4.170 1.135 -1.464  -1.2132
Si1 2.340 1.446 -1.717  0.8367
C15 1.847 3.032 -0.839  -0.8073
C16 2.097 1.832 -3.556  -1.4937
N5 1.340 0.150 -1.164  0.3605
C17 1.212 -1.085 -1.797  0.5251
C18 1.864 -1.411 -3.001  -0.3747
C19 1.690 -2.644 -3.615  -0.7267
C20 0.864 -3.610 -3.057  -0.6323
C21 0.214 -3.306 -1.864  -0.4805
C22 0.374 -2.075 -1.253  -0.2586
H14 4.483 1.471 -0.474  0.2552
H15 4.767 1.658 -2.219  0.3938
H16 4.390 0.065 -1.521  0.2959
H17 2.731 3.549 -0.453  0.3603
H18 1.173 2.829 -0.003  -0.0388
H19 1.325 3.710 -1.520  0.3077
H20 2.294 2.898 -3.710  0.4362
H21 1.073 1.626 -3.881  0.3042
H22 2.774 1.272 -4.205  0.4353
H23 2.545 -0.703 -3.448  0.1460
H24 2.226 -2.854 -4.534  0.3363
H25 0.747 -4.580 -3.525  0.3523
H26 -0.429 -4.035 -1.385  0.4550
H27 -0.153 -1.875 -0.325  0.0434

Cartesian forces (eV/Å) of the 6 atoms listed first:
Pt -0.151 0.097 0.372
O -0.039 0.095 0.009
H 0.129 -0.185 -0.066
H -0.019 0.015 0.007
N -0.058 -0.127 0.049
C -0.093 0.100 0.012

***

DFT (ωB97M-V with the def2-TZVPD basis set) results for a single C22H27NO6 molecule in a non-equilibrium geometry.

Energy above the lowest of the compared OMol25 structures with the same formula, charge and spin   62.13 kcal/mol
LUMO energy   0.0 eV
Kohn-Sham gap   8.1 eV

Last column: Mulliken charge in e.
Geometry (Å):
C1 -1.326 -1.279 3.215  -0.8739
C2 -1.906 -2.320 2.262  -0.5835
O1 -1.821 -1.925 0.907  -0.4992
C3 -0.592 -1.851 0.318  0.6565
C4 0.566 -2.431 0.804  -0.4853
C5 1.766 -2.320 0.117  -0.9257
C6 1.845 -1.595 -1.058  0.2843
C7 0.681 -1.012 -1.555  -0.1988
C8 -0.535 -1.150 -0.908  0.3777
O2 -1.718 -0.657 -1.362  -0.2195
C9 -1.771 -0.122 -2.669  -0.5728
C10 -3.234 0.062 -3.041  -1.2747
H1 -3.310 0.466 -4.046  0.4348
H2 -3.712 0.743 -2.343  0.1336
H3 -3.748 -0.894 -2.999  0.3055
H4 -1.244 0.843 -2.703  0.3419
H5 -1.290 -0.811 -3.377  0.5847
H6 0.742 -0.441 -2.468  0.4226
C11 3.140 -1.421 -1.813  -0.8759
H7 3.293 -2.275 -2.480  0.3992
H8 3.067 -0.526 -2.433  0.3687
C12 4.364 -1.294 -0.899  -1.0551
N1 4.131 -0.294 0.113  0.0083
C13 4.909 0.780 0.318  0.7565
O3 5.991 0.960 -0.195  -0.6792
C14 4.304 1.770 1.325  -0.5421
H9 4.746 1.604 2.310  0.3472
H10 4.532 2.784 0.982  0.3703
O4 2.903 1.598 1.472  -0.4631
C15 2.126 2.229 0.554  0.4241
O5 2.575 2.959 -0.296  -0.6651
C16 0.715 1.904 0.737  -0.4262
C17 -0.212 2.532 -0.008  -0.3138
C18 -1.616 2.309 0.033  0.4525
C19 -2.622 2.936 -0.674  -0.5637
C20 -3.823 2.317 -0.287  -1.3602
C21 -3.480 1.350 0.626  1.0986
O6 -2.157 1.354 0.831  -0.1751
C22 -4.310 0.339 1.323  -1.1704
H11 -5.352 0.459 1.045  0.3998
H12 -3.965 -0.653 1.032  0.1184
H13 -4.213 0.433 2.403  0.3074
H14 -4.811 2.547 -0.631  0.5280
H15 -2.500 3.733 -1.379  0.5361
H16 0.123 3.278 -0.716  0.4382
H17 0.462 1.158 1.473  0.4917
H18 3.239 -0.342 0.586  0.1688
H19 5.240 -0.979 -1.469  0.5002
H20 4.590 -2.254 -0.423  0.3100
H21 2.636 -2.813 0.522  0.2667
H22 0.551 -2.997 1.722  0.3424
H23 -1.433 -3.298 2.417  0.4220
H24 -2.979 -2.433 2.443  0.4399
H25 -0.246 -1.210 3.107  0.3178
H26 -1.559 -1.549 4.242  0.4493
H27 -1.753 -0.304 2.994  0.1197

Cartesian forces (eV/Å) of the 6 atoms listed first:
C -0.072 -0.211 -0.332
C 0.036 -0.001 0.453
O 0.139 0.085 -0.367
C -0.073 0.116 -0.133
C -0.297 -0.036 0.089
C 0.066 0.093 -0.189